# 1
Molecular formula: C35H36Cl2N2RuS3Sb
Method: DFT, ωB97M-V/def2-TZVPD

- Orbital gap: 0.165 Ha
- Energy relative to the best compared isomer or geometry (same formula, charge and spin): 3.7 kcal/mol

ORCA input file:
```
! wB97M-V def2-TZVPD RIJCOSX def2/J DEFGRID3
* xyz 3 1
Ru 0.4562 0.7292 0.1601
Cl 2.8725 0.9076 0.2412
C 3.1869 2.3143 -0.7802
C 4.4834 2.7376 -0.9558
C 4.6840 3.8396 -1.7851
C 3.6184 4.4730 -2.4097
C 2.3261 4.0178 -2.2124
Cl 1.0008 4.7864 -2.9913
C 2.0938 2.9177 -1.3808
S 0.4513 2.3328 -1.1598
H 5.3142 2.2440 -0.4710
H 5.6902 4.2040 -1.9420
H 3.7838 5.3259 -3.0540
S -3.7958 -0.1852 -3.6530
C -5.2920 -0.2251 -4.4728
C -6.3263 0.1165 -3.6567
C -5.9019 0.4185 -2.3412
C -4.5466 0.3057 -2.1750
C -3.7695 0.5302 -0.9641
C -2.3624 0.5280 -1.0236
N -1.5939 0.6867 0.0446
C -2.1745 0.9024 1.2496
C -3.5571 0.9282 1.4213
C -4.0622 1.1534 2.7524
C -3.2261 1.3462 3.7954
C -1.7946 1.3435 3.6196
C -0.8666 1.5649 4.6446
C 0.5058 1.5668 4.3966
C 0.9094 1.3434 3.0712
N 0.0426 1.1245 2.0744
C -1.2976 1.1224 2.3395
C 1.4972 1.7970 5.4360
C 2.8548 1.9628 5.2924
C 3.5155 2.1767 6.5198
C 2.6506 2.1687 7.5767
S 1.0456 1.9002 7.0945
C -4.3503 0.7288 0.2832
H -5.3243 -0.4977 -5.5156
H -7.3545 0.1572 -3.9825
H -6.5883 0.7222 -1.5636
H -1.8518 0.3874 -1.9681
H -5.1337 1.1693 2.9032
H -3.6213 1.5158 4.7886
H -1.2329 1.7509 5.6478
H 1.9557 1.3510 2.8049
H 3.3791 1.9539 4.3466
H 4.5780 2.3351 6.6209
H 2.8782 2.3061 8.6222
H -5.4278 0.7245 0.3871
C -1.9384 -2.7161 -0.2439
C -1.0708 -2.6769 -1.4989
C -0.6988 -4.0979 -1.9327
Sb 0.7679 -1.5643 -1.2163
C 2.1038 -2.6113 0.1369
C 1.3637 -3.1501 1.3544
C 2.8350 -3.6962 -0.6528
C 1.8410 -1.2400 -3.0897
C 1.6495 -2.4577 -3.9908
C 1.4673 0.0537 -3.8014
H -2.8356 -3.2953 -0.4726
H -2.2624 -1.7377 0.1056
H -1.4307 -3.2242 0.5756
H -1.5703 -2.1444 -2.3120
H -0.2211 -4.6460 -1.1196
H -0.0609 -4.1449 -2.8110
H -1.6231 -4.6275 -2.1741
H 2.8120 -1.8373 0.4361
H 0.6487 -3.9275 1.0853
H 0.8329 -2.3719 1.9108
H 2.0884 -3.6041 2.0331
H 2.1532 -4.4729 -0.9996
H 3.5637 -4.1778 0.0034
H 3.3854 -3.3008 -1.5070
H 2.8769 -1.1915 -2.7450
H 0.6114 -2.5713 -4.3058
H 1.9903 -3.3879 -3.5377
H 2.2427 -2.3016 -4.8945
H 0.4363 0.0296 -4.1592
H 2.1119 0.1507 -4.6769
H 1.6086 0.9303 -3.1759
*
```

# 2
Molecular formula: C26H32ClF3O2P
Method: DFT, ωB97M-V/def2-TZVPD

- Orbital gap: 0.302 Ha
- Energy relative to the best compared isomer or geometry (same formula, charge and spin): 0.0 kcal/mol

ORCA input file:
```
! wB97M-V def2-TZVPD RIJCOSX def2/J DEFGRID3
* xyz 1 1
C 2.7954 -2.7710 2.2207
C 1.9908 -1.7687 1.8570
C 0.9930 -1.1103 2.7722
P 1.5826 0.3992 3.5007
O 0.5871 0.8100 4.6537
Cl 3.3545 0.0775 4.3108
C 1.6475 1.7637 2.3638
C 2.4542 2.9332 2.9566
C 2.3081 4.2126 2.1413
C 3.5949 5.0138 2.0960
O 3.7945 5.6706 3.3383
C 4.9698 5.2805 4.0128
H 2.8220 -3.1824 3.2182
H 3.4502 -3.2165 1.4909
H 2.0199 -1.4159 0.8365
H 0.0605 -0.9186 2.2416
H 0.7793 -1.7860 3.5997
H 0.9042 0.4557 5.4982
H 0.6075 2.0710 2.2602
H 2.0769 1.4288 1.4263
H 2.1202 3.1256 3.9743
H 3.4931 2.6331 3.0383
H 1.5741 4.8665 2.6006
H 1.9808 4.0302 1.1196
H 3.5425 5.7764 1.3239
H 4.4434 4.3667 1.8745
H 4.9961 5.7763 4.9748
H 4.9818 4.2059 4.1997
H 5.8635 5.5714 3.4652
F -0.8219 -0.5340 0.4054
C -1.5154 -1.5120 -0.2603
C -1.0438 -2.8059 -0.2149
C -1.7485 -3.7928 -0.8881
C -2.8976 -3.4683 -1.5949
C -3.3497 -2.1557 -1.6238
C -2.6560 -1.1632 -0.9472
H -0.1396 -3.0385 0.3331
H -1.3958 -4.8126 -0.8643
H -3.4404 -4.2392 -2.1238
H -4.2443 -1.9002 -2.1749
H -2.9964 -0.1355 -0.9523
F 0.3266 -5.4110 -2.5536
C 1.2924 -4.7582 -3.2358
C 1.0377 -3.4774 -3.6824
C 2.0315 -2.8063 -4.3800
C 3.2519 -3.4214 -4.6236
C 3.4821 -4.7113 -4.1655
C 2.4978 -5.3895 -3.4614
H 0.0752 -3.0216 -3.4880
H 1.8502 -1.8017 -4.7372
H 4.0214 -2.8968 -5.1731
H 4.4297 -5.1944 -4.3597
H 2.6572 -6.3940 -3.0930
F -7.7254 0.4035 -3.7669
C -7.0499 1.2258 -2.9450
C -5.7082 1.4498 -3.1796
C -5.0150 2.3002 -2.3305
C -5.6642 2.9046 -1.2629
C -7.0139 2.6626 -1.0463
C -7.7177 1.8197 -1.8931
H -5.2211 0.9646 -4.0151
H -3.9644 2.4916 -2.5048
H -5.1198 3.5654 -0.6018
H -7.5221 3.1314 -0.2150
H -8.7710 1.6228 -1.7461
*
```

# 3
Molecular formula: C5H4O2S
Method: DFT, ωB97M-V/def2-TZVPD

- SMILES: CC1=CC(=O)SC1=O
- Orbital gap: 0.330 Ha
- Energy relative to the best compared isomer or geometry (same formula, charge and spin): 8.6 kcal/mol

ORCA input file:
```
! wB97M-V def2-TZVPD RIJCOSX def2/J DEFGRID3
* xyz 0 1
C -1.7378 -0.4152 0.0156
C -0.2324 -0.0930 -0.0500
C 0.3636 1.1212 -0.0233
C 1.7880 1.1015 0.0031
O 2.5758 1.9868 0.1617
S 2.4040 -0.5809 -0.1544
C 0.7545 -1.2216 -0.0563
O 0.5670 -2.3892 -0.0264
H -1.9221 -0.1471 1.1289
H -1.8588 -1.5080 -0.2829
H -2.3529 0.2519 -0.6504
H -0.3488 1.8936 -0.0654
*
```

# 4
Molecular formula: C21H46F3GaIO2P
Method: DFT, ωB97M-V/def2-TZVPD

- Orbital gap: 0.230 Ha

ORCA input file:
```
! wB97M-V def2-TZVPD RIJCOSX def2/J DEFGRID3
* xyz 0 1
C -0.2800 -2.4500 3.6740
C -1.1737 -2.2179 2.4556
O -2.5129 -1.9891 2.7837
C -2.7601 -0.6828 3.3187
Ga -4.3916 -0.5523 4.4843
I -3.6302 -1.5973 6.7654
C -6.0115 -1.5533 3.8357
O -5.6752 -2.9064 3.3969
C -6.6477 -3.7569 3.1466
F -6.9926 -4.5012 4.2208
F -6.2621 -4.6281 2.1946
F -7.7911 -3.1796 2.7137
H 0.5564 -3.1165 3.4383
H -0.8811 -2.9114 4.4631
H 0.1323 -1.5215 4.0798
H -1.1610 -3.0990 1.8001
H -0.7935 -1.3571 1.8627
H -2.8184 0.0334 2.4781
H -1.9065 -0.3762 3.9462
H -4.7589 0.9842 4.7260
H -6.7588 -1.6235 4.6333
H -6.4711 -1.0364 2.9853
C 5.1520 1.6389 -3.2503
C 3.9927 2.5616 -2.8910
C 3.6762 2.5572 -1.3967
C 2.9704 1.2950 -0.8807
P 1.1733 1.2276 -1.0795
C 0.5125 2.8011 -0.4584
C 1.0029 3.3757 0.8842
C 0.6314 2.5786 2.1388
C -0.8090 2.0900 2.1756
C 0.5823 -0.1229 -0.0318
C 1.0785 -1.5653 -0.2024
C 0.5326 -2.3714 -1.3793
C -0.9767 -2.2666 -1.5678
C 0.4958 1.2410 -2.7667
C 0.6264 0.1019 -3.7863
C 2.0348 -0.4281 -4.0935
C 2.5818 0.0898 -5.4208
H 4.9701 0.6067 -2.9432
H 5.3327 1.6306 -4.3246
H 6.0687 1.9710 -2.7603
H 3.1071 2.2922 -3.4718
H 4.2460 3.5823 -3.1840
H 3.0947 3.4398 -1.1230
H 4.6179 2.6407 -0.8480
H 3.0832 1.2306 0.2076
H 3.4249 0.3845 -1.2742
H -0.5727 2.6770 -0.4564
H 0.7229 3.5281 -1.2483
H 0.5720 4.3778 0.9446
H 2.0862 3.5181 0.8543
H 0.8439 3.1890 3.0175
H 1.3045 1.7207 2.2287
H -1.5243 2.9075 2.2835
H -0.9591 1.4070 3.0072
H -1.0807 1.5324 1.2823
H -0.5080 -0.0753 -0.0248
H 0.8910 0.2088 0.9615
H 0.7839 -2.0641 0.7238
H 2.1723 -1.5814 -0.2168
H 0.7931 -3.4156 -1.1930
H 1.0542 -2.1026 -2.2982
H -1.5150 -2.6440 -0.6976
H -1.2987 -2.8449 -2.4343
H -1.3081 -1.2373 -1.7289
H 0.8500 2.1862 -3.1903
H -0.5712 1.4032 -2.5730
H 0.2024 0.4995 -4.7119
H -0.0399 -0.7042 -3.4884
H 2.0076 -1.5185 -4.1257
H 2.7290 -0.1746 -3.2903
H 1.9830 -0.2895 -6.2500
H 3.6119 -0.2278 -5.5807
H 2.5558 1.1807 -5.4695
*
```

# 5
Molecular formula: C5H12N2O
Method: DFT, ωB97M-V/def2-TZVPD

- Orbital gap: 0.133 Ha
- Energy relative to the best compared isomer or geometry (same formula, charge and spin): 210.4 kcal/mol

ORCA input file:
```
! wB97M-V def2-TZVPD RIJCOSX def2/J DEFGRID3
* xyz 0 1
C -1.1250 -1.8264 -1.2979
O -1.3272 -3.1994 -0.8625
C -0.3206 -1.0550 -0.1629
C -0.3715 0.4295 -0.1090
C 0.4778 1.0603 1.0079
C 1.6525 1.8094 0.4096
N 1.2495 2.7764 -0.6599
N -0.6727 -1.5373 1.1423
H -0.5904 -1.8000 -2.2450
H -2.0881 -1.3359 -1.3986
H 0.6635 -1.5018 -0.2798
H 0.0537 0.7889 -1.0625
H -1.3885 0.8245 0.0306
H -0.0866 1.7975 1.5986
H 2.1274 1.1746 -0.3399
H 2.4142 2.1728 1.1235
H 1.4021 3.6933 -0.2224
H -1.6604 -1.4846 1.4837
H -1.1052 -3.0977 0.0815
H 0.6956 0.3108 1.7627
*
```

# 6
Molecular formula: C52H44N6O4S4SbV
Method: DFT, ωB97M-V/def2-TZVPD

- Orbital gap (alpha / beta): 0.172 / 0.195 Ha
- ⟨S²⟩: 3.884
- Energy relative to the best compared isomer or geometry (same formula, charge and spin): 40.9 kcal/mol

ORCA input file:
```
! wB97M-V def2-TZVPD RIJCOSX def2/J DEFGRID3
* xyz -1 4
V 0.7087 -0.1352 -0.7186
C 3.5427 2.5004 -9.8275
O 3.3688 1.1862 -9.3333
C 2.9981 1.0702 -8.0225
C 2.7047 -0.2148 -7.5778
C 2.3228 -0.4211 -6.2652
C 2.2243 0.6391 -5.3590
C 2.5224 1.9121 -5.8235
C 2.9110 2.1422 -7.1447
C 1.7773 0.4218 -3.9495
C 2.5582 -0.4169 -3.1394
C 3.6783 -1.1833 -3.5546
C 3.9858 -2.0435 -2.5357
C 3.0916 -1.7687 -1.4503
N 2.2598 -0.7503 -1.8240
C 3.1025 -2.3283 -0.1384
C 2.8065 -1.4415 0.9784
C 3.5434 -1.3604 2.1756
C 3.0234 -0.2978 2.8938
C 1.9501 0.2210 2.1379
C 0.9664 1.1652 2.5434
C 1.1227 1.8501 3.8651
C 1.0362 3.2445 3.9537
C 1.2109 3.9110 5.1535
C 1.4909 3.1941 6.3121
O 1.6780 3.9243 7.4494
C 2.0175 3.1978 8.6164
C 1.5644 1.8073 6.2618
C 1.3791 1.1585 5.0413
C -0.1345 1.4912 1.7882
N -0.3382 1.1365 0.4523
C -1.5768 1.5978 0.0854
C -2.0498 1.6458 -1.2225
C -3.4936 1.9467 -1.4637
C -4.3469 0.9157 -1.8879
C -5.7020 1.1289 -2.0603
C -6.2440 2.3880 -1.8122
O -7.5958 2.5222 -1.9948
C -8.1454 3.7866 -1.6838
C -5.4221 3.4303 -1.4106
C -4.0540 3.1934 -1.2429
C -1.2209 1.4336 -2.3454
C -1.5117 1.8486 -3.6954
C -0.3996 1.6082 -4.4372
C 0.5718 1.0050 -3.5683
N 0.0262 0.9090 -2.2957
C -2.2277 2.1617 1.2564
C -1.3250 2.1467 2.2655
N 1.8541 -0.4897 0.9501
C 3.2920 -3.7615 0.1250
C 3.5311 -4.7114 -0.8877
C 3.4427 -6.0732 -0.6649
C 3.1045 -6.5599 0.5876
O 2.9573 -7.9142 0.7390
C 1.9156 -8.3140 1.6222
C 2.9282 -5.6628 1.6289
C 3.0243 -4.2950 1.3970
H 3.7306 2.4090 -10.8933
H 4.3947 2.9940 -9.3531
H 2.6481 3.1072 -9.6702
H 2.7677 -1.0373 -8.2802
H 2.0725 -1.4212 -5.9303
H 2.4532 2.7469 -5.1361
H 3.1437 3.1481 -7.4618
H 4.1820 -1.0956 -4.5047
H 4.8138 -2.7311 -2.5053
H 4.3844 -1.9872 2.4361
H 3.3846 0.0812 3.8373
H 0.8357 3.8086 3.0514
H 1.1460 4.9911 5.2095
H 2.1798 3.9289 9.4025
H 2.9304 2.6175 8.4688
H 1.2122 2.5228 8.9146
H 1.7578 1.2213 7.1488
H 1.4136 0.0777 5.0180
H -3.9215 -0.0673 -2.0634
H -6.3603 0.3285 -2.3784
H -9.2196 3.7047 -1.8230
H -7.7577 4.5664 -2.3447
H -7.9360 4.0661 -0.6480
H -5.8159 4.4206 -1.2370
H -3.4095 4.0121 -0.9411
H -2.4425 2.2918 -4.0186
H -0.2583 1.8052 -5.4891
H -3.2299 2.5646 1.2783
H -1.4633 2.5149 3.2723
H 3.7275 -4.3875 -1.8935
H 3.5977 -6.7766 -1.4747
H 1.6497 -9.3341 1.3565
H 1.0414 -7.6711 1.5122
H 2.2488 -8.2948 2.6619
H 2.6814 -6.0190 2.6228
H 2.8279 -3.6197 2.2218
S -2.4688 -4.9031 -0.2453
Sb -0.4319 -3.9350 -0.1159
S -0.7719 -1.8174 -1.2336
S -0.6264 -2.7033 2.2777
C -1.4955 -0.8333 4.7034
N -2.7669 -0.6089 4.0328
C -3.9136 -0.0399 4.7417
C -4.8765 0.3089 3.5976
N -4.3486 -0.5388 2.5323
C -3.0828 -0.9199 2.7883
S -2.1664 -1.5475 1.5119
H -1.3678 -0.0249 5.4221
H -0.6856 -0.8019 3.9771
H -1.4701 -1.7940 5.2170
H -3.5981 0.8374 5.3018
H -4.3395 -0.7650 5.4381
H -4.8319 1.3653 3.3289
H -5.9033 0.0460 3.8359
H -4.6718 -0.5096 1.5794
*
```

| no. | calculated total energy (a.u.) | molecular weight (g mol⁻¹) |
| --- | --- | --- |
| 1 | -3913.9980 | 874.624 |
| 2 | -2261.3230 | 499.961 |
| 3 | -741.5730 | 128.152 |
| 4 | -3841.6120 | 615.192 |
| 5 | -382.1672 | 116.164 |
| 6 | -5414.6119 | 1117.934 |